No. 1
Molecular formula: C21H40BeBrCl5FKO12S2
Method: DFT, ωB97M-V with the def2-TZVPD basis set

## Properties
LUMO level, eV: -5.775
Orbital gap, eV: 0.7
Electronic energy, a.u.: -8112.409616

```
! wB97M-V def2-TZVPD RIJCOSX def2/J DEFGRID3
* xyz 0 1
O 3.28124 -1.03721 -3.37398
C 3.37432 0.11510 -3.15258
O 3.96518 0.80364 -2.13835
C 4.61482 1.82746 -2.91548
S 5.66200 2.93454 -2.01041
C 3.38640 2.32797 -3.65330
Cl 2.12786 2.95826 -2.52242
O 2.87608 1.07377 -4.05445
H 5.18388 1.25871 -3.65891
H 6.57636 3.21040 -2.94370
H 3.56322 3.03195 -4.45548
C 8.44701 -0.08409 -0.27101
C 8.02181 1.40985 0.08323
O 8.76725 2.21032 -0.62930
H 9.48962 -0.24558 -0.01127
H 7.81720 -0.75441 0.31544
H 8.29482 -0.28650 -1.32743
H 8.10064 1.48974 1.18431
H 6.92941 1.42675 -0.12243
C -1.02426 -3.74305 -2.78816
C 0.44316 -3.49336 -2.43018
C 0.31736 -2.72805 -1.12272
O -0.88598 -3.18836 -0.49120
C -1.64609 -3.97575 -1.41606
H -1.17640 -4.57797 -3.46968
H -1.45743 -2.84708 -3.24990
H 0.95420 -4.44066 -2.25741
H 0.99936 -2.94299 -3.18847
H 0.21046 -1.66823 -1.29365
H 1.16885 -2.87278 -0.46319
H -1.56975 -5.02565 -1.11931
H -2.69467 -3.67962 -1.36669
K -0.47170 0.00095 -1.76100
C 1.32971 4.34131 -6.20335
Cl 2.82361 3.65926 -6.97105
Cl 0.45649 5.31229 -7.38483
Cl 0.31582 2.99677 -5.66830
Cl 1.77340 5.33685 -4.82171
Be 4.75932 2.11100 -7.76713
O 3.07456 -2.23011 -9.11297
C 2.42612 -2.67392 -8.21494
O 1.49659 -1.93893 -7.55242
C 0.95467 -2.69226 -6.45851
C 1.20244 -4.15383 -6.81186
C 2.50502 -4.06391 -7.60655
H 1.47332 -2.39215 -5.54399
H -0.10473 -2.46272 -6.35717
H 1.25506 -4.80320 -5.93998
H 0.40220 -4.52040 -7.45635
H 3.38376 -4.10921 -6.96207
H 2.57611 -4.81741 -8.38521
C -3.42759 2.10675 4.53992
O -2.63912 0.99445 4.92640
C -2.64896 -0.04668 3.96213
C -1.38862 -0.04905 3.12829
O -1.29792 1.11438 2.31456
C -0.40633 2.08893 2.83785
H -3.19826 2.93188 5.21202
H -3.21359 2.41784 3.51486
H -4.49309 1.86692 4.63024
H -3.53212 0.02988 3.31974
H -2.70978 -0.99356 4.50783
H -1.41082 -0.91533 2.45932
H -0.50727 -0.14167 3.76818
H 0.63157 1.76856 2.70661
H -0.59884 2.27970 3.89540
H -0.56101 3.01073 2.27905
O -7.94066 1.02363 9.69174
S -7.45931 1.73400 8.55113
O -8.05007 1.48336 7.25017
O -5.89765 1.52737 8.42048
C -5.38756 0.17137 8.42996
C -5.61040 -0.53572 7.11147
C -7.43427 3.45694 8.87660
H -5.82637 -0.38357 9.25984
H -4.32370 0.26839 8.63405
H -6.67011 -0.71339 6.93184
H -5.10057 -1.49914 7.10610
H -5.23383 0.06849 6.28589
H -6.94439 3.61022 9.83405
H -8.46743 3.79353 8.91075
H -6.90199 3.95808 8.07271
F 2.95522 -0.65953 -0.73790
Br -10.05491 2.84473 6.66227
*
```

No. 2
Molecular formula: C50H102FIN3O21
Method: DFT, ωB97M-V with the def2-TZVPD basis set

## Properties
LUMO level, eV: -1.951
Orbital gap, eV: 9.3
Electronic energy, a.u.: -4107.917362

```
! wB97M-V def2-TZVPD RIJCOSX def2/J DEFGRID3
* xyz 1 1
C 4.63980 -2.37349 2.84029
C 3.51203 -1.35473 3.30467
C 2.17338 -1.52911 2.47852
C 1.80025 -0.10452 1.85192
C 2.84150 0.23528 0.77288
N 0.31402 0.01110 1.58941
C -0.25288 -0.95068 0.58180
O 0.65445 -1.76323 -0.11986
C -1.40796 -0.48879 -0.37110
C -1.09980 -0.44262 -1.91433
C 0.23648 0.24272 -2.39077
C 0.15078 1.30777 -3.52351
C -0.86418 2.48438 -3.45346
O -1.68331 2.62750 -2.29427
C -2.60224 -1.57102 -0.26957
I -4.32062 -1.17748 -1.53014
C -2.12673 -3.06396 -0.60174
C -2.09909 -3.98295 0.69285
N -1.96528 0.79795 -0.02148
C -1.84286 1.33559 1.31838
C -2.53722 2.74360 1.16188
C -2.76065 3.67043 2.38216
O -2.85201 5.01439 1.86002
C -1.78362 3.69942 3.60371
N -1.94871 5.01869 4.29756
C -2.68564 0.62121 2.43934
F -2.21085 -0.65670 2.84361
C -4.21841 0.43002 2.04889
C -4.82424 -0.86598 2.68661
C -0.29199 1.40074 1.67472
C 0.48600 2.67228 1.25283
C 1.63500 3.15098 2.27039
C 0.99381 2.87492 -0.21542
C 1.02711 4.45644 -0.49028
H 5.62884 -2.05603 3.24611
H 4.33662 -3.36714 3.25434
H 4.68047 -2.37731 1.72891
H 3.95490 -0.33307 3.17506
H 3.31076 -1.45514 4.39912
H 1.38250 -1.83511 3.21100
H 2.30796 -2.29932 1.68798
H 1.96944 0.52836 2.76385
H 3.54478 1.07874 0.98214
H 3.52596 -0.64628 0.64224
H 2.47105 0.42482 -0.26824
H 0.03272 -0.38856 2.49978
H -0.76022 -1.73689 1.20814
H 1.30522 -1.28488 -0.64986
H -1.90820 0.16617 -2.39835
H -1.17465 -1.42838 -2.43386
H 0.86284 -0.58396 -2.83645
H 0.81465 0.52755 -1.48092
H -0.01993 0.74995 -4.48231
H 1.18089 1.73786 -3.64266
H -1.53767 2.43629 -4.35155
H -0.30277 3.45045 -3.58667
H -2.59410 2.78706 -2.55108
H -3.02461 -1.65263 0.75540
H -2.89491 -3.53731 -1.26543
H -1.17173 -3.10892 -1.16524
H -2.02191 -5.03880 0.32802
H -3.01414 -3.84451 1.30713
H -1.15259 -3.80003 1.25810
H -2.72666 1.14076 -0.58585
H -3.53574 2.62505 0.66247
H -1.94468 3.29906 0.38595
H -3.79071 3.46966 2.79047
H -3.70148 5.38844 2.09948
H -2.03726 2.94879 4.40068
H -0.69615 3.59350 3.41156
H -2.32108 4.88209 5.23131
H -1.06782 5.51728 4.32079
H -2.73184 1.20311 3.39637
H -4.76623 1.28541 2.52824
H -4.39926 0.53559 0.95794
H -4.36126 -1.81038 2.32678
H -4.68299 -0.85735 3.79947
H -5.92847 -0.94532 2.52810
H -0.37569 1.58898 2.78976
H -0.19554 3.55457 1.39010
H 1.64517 4.26463 2.36218
H 1.42872 2.70338 3.27724
H 2.65240 2.86844 1.92745
H 2.02958 2.55441 -0.43527
H 0.21044 2.49814 -0.90399
H 1.95205 4.76080 -1.02972
H 0.97738 5.05250 0.44732
H 0.15942 4.75819 -1.12536
C -0.90812 -5.31612 8.34110
C -2.20012 -5.28759 7.54897
O -2.65799 -3.94294 7.34534
C -2.01842 -3.25692 6.40078
O -1.11996 -3.66181 5.70996
O -2.53534 -2.02448 6.36140
C -1.87104 -1.15820 5.44544
H -1.02055 -4.76302 9.27573
H -0.61988 -6.34284 8.56917
H -0.09435 -4.84600 7.78725
H -2.98305 -5.79639 8.11145
H -2.09908 -5.80637 6.59392
H -1.81839 -1.59936 4.46493
H -0.86934 -0.92558 5.81661
H -2.44471 -0.23492 5.38546
C 4.78339 -3.71258 -5.09662
C 3.49570 -3.28981 -5.77565
O 3.08187 -1.98229 -5.34700
C 3.74956 -0.95838 -5.88814
O 4.63926 -1.03831 -6.68946
O 3.27162 0.17618 -5.36038
C 3.97017 1.34926 -5.78380
H 4.68643 -3.63706 -4.01129
H 5.03639 -4.74016 -5.35893
H 5.61472 -3.06935 -5.38888
H 2.69438 -3.97325 -5.49305
H 3.58325 -3.32568 -6.86296
H 4.01851 1.41050 -6.87071
H 4.97362 1.36077 -5.35619
H 3.42083 2.21190 -5.41089
C 8.11040 -2.51000 1.46044
C 8.66908 -1.31236 0.71749
O 8.32611 -1.35542 -0.67438
C 7.07649 -1.00325 -0.96815
O 6.23296 -0.64742 -0.18433
O 6.90909 -1.13163 -2.28756
C 5.57792 -0.86939 -2.72067
H 8.42202 -3.43848 0.97811
H 8.45482 -2.51517 2.49537
H 7.01929 -2.50094 1.46146
H 9.75783 -1.32984 0.76591
H 8.34080 -0.37175 1.16373
H 5.23347 0.10378 -2.36910
H 4.91189 -1.66057 -2.37295
H 5.57558 -0.86450 -3.80907
C -2.61434 -2.00086 -5.32899
C -3.32628 -3.01463 -4.45845
O -4.21068 -3.84208 -5.22253
C -3.61928 -4.81073 -5.92600
O -2.44024 -5.04471 -5.95716
O -4.56396 -5.46435 -6.60542
C -4.05596 -6.47589 -7.47605
H -3.33560 -1.41962 -5.90753
H -2.01647 -1.31959 -4.71910
H -1.95231 -2.49109 -6.04396
H -3.93464 -2.47984 -3.73080
H -2.61710 -3.62820 -3.89647
H -3.40660 -7.16858 -6.94128
H -3.52169 -6.01702 -8.30869
H -4.90670 -7.02894 -7.86854
C -2.25416 6.26091 11.66738
C -3.70427 6.43159 11.26022
O -3.83635 7.36579 10.18007
C -3.51267 6.89856 8.97574
O -3.14078 5.78252 8.72070
O -3.65394 7.89263 8.09385
C -3.24942 7.54485 6.77321
H -1.80329 7.22994 11.89058
H -2.17481 5.62170 12.54752
H -1.66807 5.81307 10.86371
H -4.27022 6.84558 12.09486
H -4.16482 5.47697 10.99926
H -3.74933 6.63799 6.43256
H -2.16583 7.42130 6.73720
H -3.52881 8.36295 6.11274
C 0.71508 -1.38270 -7.61240
C 1.27549 -0.18556 -8.35777
O 0.91429 -0.22115 -9.74194
C -0.34047 0.14472 -10.01154
O -1.16225 0.50384 -9.20979
O -0.53249 0.02458 -11.32669
C -1.86984 0.29944 -11.74410
H 1.01127 -2.31244 -8.10345
H 1.07015 -1.39747 -6.58169
H -0.37562 -1.36369 -7.59996
H 2.36592 -0.21415 -8.32033
H 0.96141 0.75646 -7.90250
H -2.20394 1.27290 -11.38596
H -2.53895 -0.48698 -11.39301
H -1.87928 0.30690 -12.83200
*
```

No. 3
Molecular formula: C32H27Cl3O2OsPS4Sb
Method: DFT, ωB97M-V with the def2-TZVPD basis set

## Properties
<S²>: 8.819
LUMO level (spin up / spin down), eV: -2.570 / -5.490
Orbital gap (spin up / spin down), eV: 7.5 / 5.0
Electronic energy, a.u.: -5031.497349
Energy relative to the best compared isomer or geometry (same formula, charge and spin), kJ/mol: 19.78

```
! wB97M-V def2-TZVPD RIJCOSX def2/J DEFGRID3
* xyz 1 6
Os 0.29244 2.06455 -1.84169
Cl 5.47719 1.44842 3.92254
C 4.63901 1.68655 2.45635
C 3.30819 2.13295 2.50535
C 2.62079 2.29578 1.34242
Cl 1.01547 2.88944 1.36311
C 3.21203 2.00246 0.04841
O 2.59091 2.08265 -1.02460
C 4.61013 1.58883 0.07593
Cl 5.36101 1.26542 -1.41934
C 5.29374 1.43027 1.24750
H 2.84464 2.34520 3.45787
H 6.32346 1.10293 1.24582
S -2.89018 3.49807 -4.18615
Sb -0.74216 4.04599 -4.30571
S 0.53831 1.83423 -4.02393
S -0.07306 4.27631 -1.84343
C -4.22943 -1.15504 4.62363
C -3.70788 -0.22354 3.56771
C -3.68143 -0.61943 2.22659
C -3.23435 0.23393 1.23763
C -2.79615 1.50532 1.59695
C -2.79246 1.91811 2.91951
C -3.25795 1.05041 3.89810
S -2.15125 2.60151 0.37196
C -3.59559 2.91958 -0.61572
O -1.32680 1.63153 -0.50660
H -3.95056 -2.18685 4.41261
H -5.31963 -1.11116 4.66066
H -3.85364 -0.88928 5.61013
H -4.01435 -1.61467 1.95763
H -3.19567 -0.09197 0.20380
H -2.42696 2.90258 3.18562
H -3.26230 1.36629 4.93362
H -4.02503 1.96854 -0.92691
H -3.27059 3.49156 -1.48658
H -4.29774 3.49106 -0.00941
C -3.49337 -2.45602 -1.69951
C -2.53894 -2.93533 -0.81342
C -1.29642 -2.32170 -0.73163
C -1.00499 -1.22537 -1.54036
C -1.96561 -0.75061 -2.43418
C -3.20524 -1.36608 -2.51153
P 0.60236 -0.39025 -1.47800
C 1.69755 -1.25189 -2.62719
C 1.49921 -2.59725 -2.93049
C 2.38287 -3.25358 -3.77254
C 3.46703 -2.57274 -4.31000
C 3.66655 -1.23268 -4.01009
C 2.78210 -0.56905 -3.17367
C 1.26804 -0.74760 0.17597
C 0.48182 -0.49048 1.30144
C 0.98294 -0.72461 2.57113
C 2.27639 -1.20924 2.73204
C 3.06427 -1.45977 1.61885
C 2.56400 -1.23078 0.34254
H -4.46146 -2.93565 -1.76284
H -2.75735 -3.79096 -0.18775
H -0.55917 -2.69704 -0.03289
H -1.75249 0.10342 -3.06751
H -3.94449 -0.99337 -3.20828
H 0.65042 -3.13081 -2.52147
H 2.22290 -4.29581 -4.01387
H 4.15263 -3.08719 -4.97016
H 4.50561 -0.69891 -4.43663
H 2.93544 0.47870 -2.94796
H -0.52749 -0.11758 1.18178
H 0.35988 -0.53361 3.43590
H 2.66490 -1.40048 3.72428
H 4.06743 -1.84875 1.73883
H 3.18050 -1.44545 -0.52222
*
```

No. 4
Molecular formula: C34H31CoF3NO4PS
Method: DFT, ωB97M-V with the def2-TZVPD basis set

## Properties
<S²>: 3.765
LUMO level (spin up / spin down), eV: -0.480 / -0.675
Orbital gap (spin up / spin down), eV: 7.0 / 7.3
Electronic energy, a.u.: -4091.742755
Energy relative to the best compared isomer or geometry (same formula, charge and spin), kJ/mol: 0.00

```
! wB97M-V def2-TZVPD RIJCOSX def2/J DEFGRID3
* xyz 0 4
Co 1.20194 0.39093 0.92222
C 1.36183 2.53050 2.98735
C 0.21418 1.93323 3.84181
C -1.19593 2.44226 3.45405
C 0.26923 0.37675 3.74494
C -0.78915 -0.28564 4.67678
O -1.70389 -1.05834 3.68522
C -1.05861 -0.98290 2.47933
N -0.03543 -0.14440 2.38172
C -1.81154 -1.61066 1.43694
C -3.12851 -2.07859 1.60838
C -3.74506 -2.96515 0.71489
C -3.01807 -3.55277 -0.26405
C -1.74394 -3.01917 -0.57776
C -1.14627 -2.05347 0.24170
P 0.52878 -1.48020 -0.16775
C 1.57519 -2.98651 0.06677
C 2.04392 -3.78466 -0.98172
C 2.87716 -4.88344 -0.75656
C 3.21234 -5.25201 0.56279
C 2.89493 -4.35187 1.57556
C 2.01041 -3.27044 1.32606
C 0.51006 -1.25613 -2.01693
C 1.72333 -1.22963 -2.71374
C 1.79250 -1.52331 -4.07463
C 0.64465 -1.54438 -4.85125
C -0.59191 -1.25869 -4.20983
C -0.65451 -1.09409 -2.79607
H 1.29265 3.64674 2.92716
H 1.22196 2.12535 1.96214
H 2.38625 2.25097 3.27326
H 0.50599 2.10164 4.93302
H -1.51654 2.13726 2.42775
H -1.23357 3.56189 3.46312
H -1.99511 2.09965 4.18177
H 1.23278 0.02936 4.07983
H -1.40970 0.32601 5.35187
H -0.29318 -1.08720 5.24755
H -3.72804 -1.70500 2.46269
H -4.77268 -3.31864 0.90593
H -3.42878 -4.34159 -0.95260
H -1.21184 -3.29554 -1.45722
H 1.68524 -3.72927 -2.00620
H 3.31090 -5.41798 -1.59994
H 3.70947 -6.13630 0.77738
H 3.10703 -4.66461 2.59568
H 1.77356 -2.55403 2.13887
H 2.58946 -0.83040 -2.21705
H 2.81452 -1.59183 -4.45230
H 0.60033 -1.73235 -5.94423
H -1.43868 -1.00804 -4.85860
H -1.60919 -0.83498 -2.36174
F -3.75600 6.83767 -3.71572
C -3.92388 5.50984 -4.00577
F -3.80986 5.44465 -5.33575
F -5.24669 5.23008 -3.74779
C -3.01106 4.59500 -3.23584
C -1.90731 5.04947 -2.47446
C -1.19433 4.19590 -1.68780
C -1.60393 2.89795 -1.46798
C -2.82957 2.42974 -2.05464
C -3.45557 3.26676 -3.02399
C -0.98953 1.86915 -0.69866
C -0.15726 1.24712 -0.05167
H -1.66888 6.11183 -2.51883
H -0.33453 4.55397 -1.19414
H -3.27649 1.49270 -1.90789
H -4.28800 2.86534 -3.60347
C 5.15139 1.17074 1.25374
S 3.90690 -0.03622 0.67088
O 2.89608 0.63518 -0.22945
O 4.58224 -1.11326 -0.01325
O 3.05418 -0.41679 1.84918
H 5.39944 1.66771 0.30842
H 5.94518 0.62686 1.73684
H 4.68699 1.83027 1.97370
*
```

No. 5
Molecular formula: C28H36NbP2Si
Method: DFT, ωB97M-V with the def2-TZVPD basis set

## Properties
LUMO level, eV: -12.095
Orbital gap, eV: 3.9
Electronic energy, a.u.: -2116.592781
Energy relative to the best compared isomer or geometry (same formula, charge and spin), kJ/mol: 54.42

```
! wB97M-V def2-TZVPD RIJCOSX def2/J DEFGRID3
* xyz 3 1
C 1.17502 0.03173 0.55109
C 1.34355 -1.02321 -0.42029
C 1.80681 -0.45289 -1.64657
H 1.25973 -2.08927 -0.20945
C 1.99513 0.94638 -1.43551
C 1.59620 1.26515 -0.07638
H 1.71831 2.21366 0.43435
H 0.91937 -0.09124 1.60223
H 2.02389 -0.99386 -2.56562
H 2.43843 1.62784 -2.15380
Nb -0.17889 0.52901 -1.15785
C -1.32360 -1.53376 -0.61257
H -0.71287 -1.67622 -1.51913
H -0.97144 -0.94614 0.29224
H -2.38556 -1.41912 -0.82824
Si -1.00547 -3.61399 0.54367
C -2.59887 -4.01158 1.42091
C -2.43314 -4.79445 2.58340
H -1.46523 -5.26339 2.77408
C -3.44479 -4.89542 3.54156
H -3.25301 -5.46061 4.45988
C -4.68729 -4.27603 3.33240
H -5.47311 -4.38821 4.08758
C -4.89375 -3.56279 2.13901
H -5.87324 -3.10922 1.95710
C -3.87367 -3.44449 1.18149
H -4.05797 -2.86968 0.26769
C -0.48038 -4.73822 -0.87078
C -0.41564 -6.11370 -0.57184
H -0.99299 -6.52521 0.26043
C 0.42109 -6.96762 -1.31077
H 0.52964 -8.01546 -1.02412
C 1.10093 -6.49369 -2.44182
H 1.75834 -7.15367 -3.02081
C 0.93613 -5.15475 -2.81871
H 1.43291 -4.77719 -3.71694
C 0.11670 -4.29544 -2.07066
H -0.07972 -3.29286 -2.43972
H -0.50456 0.68210 -2.88525
H -0.10009 -4.16139 1.57272
C -1.48368 3.81677 -2.66077
P -0.21976 3.17424 -1.52908
C 1.31070 4.00059 -2.07158
C -0.56828 4.02856 0.07314
C -0.08087 5.29843 0.38024
C -0.33239 5.85741 1.64293
C -1.08451 5.15993 2.58965
C -1.59114 3.89599 2.27925
C -1.32196 3.32094 1.03626
P -1.80863 1.60529 0.57501
C -1.94691 0.74253 2.17416
C -3.50322 1.77553 -0.09252
H -1.65870 3.05099 -3.42707
H -1.12380 4.74138 -3.12971
H -2.41669 4.02239 -2.12402
H 1.06859 4.93997 -2.58564
H 1.96566 4.21900 -1.21997
H 1.84629 3.34797 -2.77093
H 0.51206 5.84918 -0.35444
H 0.06542 6.84599 1.87785
H -1.28389 5.59263 3.56988
H -2.17624 3.34981 3.01232
H -2.58605 1.33689 2.84385
H -2.38411 -0.25926 2.04287
H -0.94712 0.64037 2.62321
H -4.03633 2.55487 0.46754
H -3.44964 2.04803 -1.15611
H -4.02807 0.81570 0.00442
*
```